[1]
# C39H35ClN2Si2Sn

A molecular structure, C39H35ClN2Si2Sn in a non-equilibrium geometry (the ωB97M-V functional and the def2-TZVPD basis, the Open Molecules 2025 dataset).

Geometry as XYZ:
```
80
Properties=species:S:1:pos:R:3:lowdin_charge:R:1
C -1.6932 -1.4490 5.0277 -0.16
C -1.1095 -2.2968 4.0530 -0.19
C 0.1185 -1.7239 3.6542 -0.23
H -1.5319 -3.2150 3.6794 0.12
C 0.2977 -0.5220 4.3765 -0.19
C -0.8218 -0.3551 5.2254 -0.16
H -0.9855 0.4670 5.9025 0.13
H -2.6326 -1.6121 5.5296 0.13
H 0.8063 -2.1185 2.9269 0.11
H 1.1309 0.1508 4.2690 0.12
Sn -1.5509 -0.2878 3.0692 1.16
Si -0.4484 0.0499 0.8328 0.69
C -0.6784 -1.3758 -0.4038 -0.34
C -0.8445 -1.1521 -1.7729 -0.10
H -0.8006 -0.1383 -2.1530 0.08
C -1.0686 -2.1982 -2.6582 -0.09
H -1.1997 -1.9946 -3.7140 0.10
C -1.1166 -3.5055 -2.1937 -0.08
H -1.2877 -4.3236 -2.8818 0.10
C -0.9390 -3.7551 -0.8391 -0.08
H -0.9708 -4.7722 -0.4677 0.10
C -0.7317 -2.7009 0.0391 -0.12
H -0.6257 -2.9093 1.0966 0.08
C 1.4347 0.2398 1.0355 -0.33
C 2.3329 -0.7471 0.6221 -0.10
H 1.9642 -1.6121 0.0848 0.10
C 3.6950 -0.6409 0.8748 -0.08
H 4.3665 -1.4221 0.5398 0.10
C 4.1982 0.4657 1.5426 -0.09
H 5.2593 0.5512 1.7391 0.10
C 3.3245 1.4619 1.9607 -0.09
H 3.7055 2.3330 2.4801 0.10
C 1.9655 1.3422 1.7139 -0.13
H 1.3012 2.1236 2.0629 0.09
H -0.8358 1.2490 -0.0099 0.00
Si 1.6229 1.9299 -5.1314 0.34
C 3.2779 2.0563 -4.2850 -0.32
C 4.3295 1.2403 -4.7111 -0.10
H 4.1619 0.5018 -5.4852 0.10
C 5.5898 1.3499 -4.1423 -0.09
H 6.3918 0.7066 -4.4802 0.10
C 5.8193 2.2784 -3.1374 -0.09
H 6.8016 2.3631 -2.6910 0.10
C 4.7853 3.0966 -2.7034 -0.08
H 4.9591 3.8184 -1.9164 0.10
C 3.5263 2.9872 -3.2739 -0.11
H 2.7250 3.6212 -2.9171 0.08
C 1.3160 0.2071 -5.7545 -0.33
C 1.4777 -0.8970 -4.9131 -0.11
H 1.7776 -0.7504 -3.8826 0.11
C 1.2602 -2.1826 -5.3813 -0.09
H 1.3865 -3.0281 -4.7177 0.10
C 0.8796 -2.3859 -6.7017 -0.08
H 0.7105 -3.3902 -7.0676 0.10
C 0.7170 -1.3011 -7.5505 -0.08
H 0.4203 -1.4570 -8.5792 0.10
C 0.9330 -0.0140 -7.0787 -0.11
H 0.7993 0.8261 -7.7494 0.09
H 1.4919 2.8770 -6.2626 -0.01
Cl 0.1459 2.4823 -3.7586 0.28
C -5.5168 -2.0459 2.8134 -0.12
C -6.3202 -1.0803 3.4241 -0.12
C -5.7531 0.1113 3.8862 -0.03
C -4.3692 0.3082 3.7384 -0.27
N -3.6108 -0.6551 3.1628 -0.13
C -4.1473 -1.8117 2.6867 -0.15
C -3.6447 1.5309 4.0971 -0.26
C -4.2379 2.6746 4.6528 -0.03
C -3.4438 3.7979 4.8930 -0.12
C -2.0850 3.7754 4.5691 -0.12
C -1.5304 2.6179 4.0154 -0.16
N -2.3163 1.5278 3.8023 -0.13
H -5.9494 -2.9680 2.4470 0.09
H -7.3838 -1.2520 3.5281 0.09
H -6.3926 0.8566 4.3351 0.10
H -3.5139 -2.5587 2.2259 0.09
H -5.2905 2.7123 4.8944 0.10
H -3.8848 4.6875 5.3246 0.09
H -1.4671 4.6442 4.7531 0.09
H -0.4760 2.5847 3.7780 0.09
```

Properties
**LUMO**: 0.012 Eh
**HOMO-LUMO gap**: 0.163 Ha
**Relative energy (zero: lowest compared OMol25 entry of this formula, charge and spin)**: 34.5 kcal/mol

[2]
# C39H35F5FeN7O2S4

A molecular structure, C39H35F5FeN7O2S4 (the ωB97M-V functional and the def2-TZVPD basis, the Open Molecules 2025 dataset).

Geometry as XYZ:
```
93
Properties=species:S:1:pos:R:3:lowdin_charge:R:1
Fe 0.5902 -0.3501 1.1421 1.00
C 0.1146 3.6420 3.2134 -0.07
C 0.6910 2.4424 2.8034 -0.08
N -0.0552 1.4424 2.3618 0.07
C -1.3833 1.6272 2.3123 -0.16
C -1.9376 2.8299 2.7175 -0.03
N -1.1930 3.8372 3.1638 0.13
C -2.1876 0.4766 1.8157 -0.16
C -3.5673 0.4575 1.7387 0.08
C -4.2094 -0.6923 1.2794 -0.10
C -3.4297 -1.7944 0.9270 0.08
C -2.0558 -1.7083 1.0331 -0.17
N -1.4658 -0.5897 1.4590 0.08
C -1.1108 -2.7990 0.6952 -0.20
C -1.4968 -4.0837 0.3559 -0.05
N -0.6121 -5.0305 0.0667 0.13
C 0.6676 -4.7015 0.1260 -0.09
C 1.0812 -3.4178 0.4673 -0.07
N 0.1904 -2.4786 0.7542 0.07
C -5.6843 -0.7460 1.1712 -0.18
C -6.3817 -1.8959 1.5183 -0.01
C -7.7645 -1.8946 1.4018 -0.11
N -8.4599 -0.8507 0.9608 0.09
C -7.7866 0.2458 0.6273 -0.11
C -6.4063 0.3512 0.7200 -0.01
H 0.7298 4.4520 3.5843 0.13
H 1.7609 2.3028 2.8299 0.10
H -3.0052 3.0014 2.6804 0.13
H -4.1575 1.3063 2.0514 0.13
H -3.9051 -2.6890 0.5524 0.13
H -2.5406 -4.3657 0.3107 0.13
H 1.3958 -5.4689 -0.1018 0.12
H 2.1220 -3.1476 0.4960 0.10
H -5.8740 -2.7687 1.9084 0.12
H -8.3373 -2.7709 1.6795 0.12
H -8.3756 1.0802 0.2666 0.12
H -5.9124 1.2648 0.4146 0.12
O 2.2019 -0.5051 -0.0329 -0.60
S 3.7058 -0.7116 -0.2406 1.09
C 3.9433 -0.3176 -1.9828 -0.30
C 3.7628 1.1283 -2.4336 -0.19
C 2.4216 1.7965 -2.1182 -0.22
C 1.2139 1.0372 -2.6469 -0.32
S -0.2806 1.3216 -1.6737 1.02
O 0.1393 1.1613 -0.2070 -0.60
C -0.4452 3.0820 -1.8641 -0.39
C -0.9897 3.5601 -3.0479 -0.07
C -1.1245 4.9291 -3.2144 -0.05
C -0.7372 5.7953 -2.1997 -0.05
C -0.2135 5.2993 -1.0137 -0.05
C -0.0624 3.9307 -0.8377 -0.07
C 4.5383 0.6386 0.5494 -0.40
C 5.9044 0.5002 0.7478 -0.06
C 6.6002 1.5315 1.3620 -0.04
C 5.9249 2.6684 1.7838 -0.04
C 4.5524 2.7809 1.5979 -0.05
C 3.8483 1.7618 0.9787 -0.10
H 3.2570 -1.0132 -2.4728 0.09
H 4.9561 -0.6641 -2.2015 0.11
H 3.9253 1.1228 -3.5152 0.13
H 4.5618 1.7409 -2.0117 0.12
H 2.4411 2.8065 -2.5293 0.13
H 2.3114 1.9020 -1.0391 0.07
H 1.3251 -0.0462 -2.6019 0.02
H 0.9375 1.2978 -3.6708 0.11
H -1.3111 2.8778 -3.8265 0.12
H -1.5429 5.3195 -4.1318 0.12
H -0.8536 6.8623 -2.3311 0.12
H 0.0758 5.9790 -0.2235 0.11
H 0.3389 3.5217 0.0800 0.09
H 6.4199 -0.4021 0.4408 0.12
H 7.6651 1.4390 1.5224 0.12
H 6.4688 3.4665 2.2701 0.12
H 4.0346 3.6688 1.9368 0.11
H 2.7769 1.8309 0.8393 0.08
S -0.7608 -1.8947 -2.5524 0.62
C -0.6146 -3.4872 -3.0091 -1.15
N -1.6299 -4.3110 -3.2567 -0.05
C -1.3269 -5.6080 -3.8575 -0.20
C 0.1078 -5.9213 -3.4439 -0.40
S 0.9108 -4.2977 -3.2675 0.93
H -2.5633 -3.9274 -3.2756 0.14
H -1.4246 -5.5462 -4.9434 0.13
H -2.0168 -6.3627 -3.4847 0.13
H 0.6321 -6.5036 -4.1962 0.09
H 0.1449 -6.4397 -2.4872 0.07
F 2.4650 -2.0321 2.4914 0.04
C 1.7173 -0.9918 2.9529 -0.34
F 0.6060 -1.5256 3.5546 0.05
C 2.5608 -0.3402 4.0559 -0.60
F 2.8209 -1.2150 5.0219 0.19
F 3.7169 0.0941 3.5493 0.16
F 1.9148 0.6963 4.6035 0.15
```

Properties
**LUMO (alpha / beta)**: -0.221 / -0.244 Eh
**HOMO-LUMO gap (alpha / beta)**: 0.269 / 0.246 Ha
**2S+1**: 6
**Relative energy (zero: lowest compared OMol25 entry of this formula, charge and spin)**: 0.0 kcal/mol
**Charge**: +2
**⟨S²⟩**: 8.76

[3]
# C39H36CdN5O6S

A molecular structure, C39H36CdN5O6S (the ωB97M-V functional and the def2-TZVPD basis, the Open Molecules 2025 dataset).

Geometry as XYZ:
```
88
Properties=species:S:1:pos:R:3:lowdin_charge:R:1
Cd 0.5776 -0.3447 0.3192 1.35
O -2.6177 4.2295 0.9356 0.03
C -1.4416 4.7571 0.5537 -0.29
C -1.2753 6.1373 0.6925 -0.03
C -0.0859 6.7415 0.3358 -0.10
C 0.9693 5.9859 -0.1684 -0.10
C 0.8058 4.6208 -0.3096 -0.03
C -0.3848 3.9859 0.0379 -0.09
C -0.4536 2.5008 -0.1162 -0.45
O 0.5371 1.8782 -0.5500 -0.09
N -1.6265 1.9539 0.2612 0.02
N -1.5720 0.6057 0.2305 -0.07
C -2.6390 -0.0769 0.3375 -0.11
C -2.5567 -1.5427 0.2822 -0.30
C -3.7069 -2.3189 0.3500 -0.03
C -3.5940 -3.6917 0.2001 -0.07
C -2.3432 -4.2457 -0.0072 -0.05
C -1.2425 -3.3973 -0.0389 -0.11
N -1.3477 -2.0835 0.1042 0.05
H -2.5465 3.2471 0.7635 0.05
H -2.1024 6.7110 1.0909 0.11
H 0.0227 7.8131 0.4551 0.09
H 1.9038 6.4578 -0.4410 0.09
H 1.6041 3.9942 -0.6859 0.12
H -3.6132 0.4041 0.4238 0.13
H -4.6685 -1.8442 0.4986 0.11
H -4.4753 -4.3201 0.2327 0.10
H -2.2110 -5.3086 -0.1510 0.10
H -0.2421 -3.7823 -0.2049 0.11
C 0.9020 3.3838 3.4409 -0.05
C 0.8062 2.4291 4.6271 -0.20
N 0.1936 1.1499 4.2723 -0.12
C -1.2021 0.9376 4.6370 -0.25
C -2.1886 1.5994 3.6872 -0.07
C 0.8954 0.2783 3.5305 -0.77
S 0.1298 -1.1060 2.8231 0.57
N 2.2113 0.5009 3.4508 0.08
C 2.9113 0.4907 2.3312 -0.49
O 2.4582 0.6190 1.1706 -0.12
C 4.4054 0.4171 2.4897 -0.13
C 5.2005 0.3610 1.3513 -0.02
C 6.5800 0.2819 1.4683 -0.09
C 7.1723 0.2597 2.7236 -0.11
C 6.3804 0.3125 3.8631 -0.10
C 5.0007 0.3891 3.7465 -0.03
H 1.3973 4.3079 3.7451 0.08
H -0.0826 3.6365 3.0452 0.06
H 1.4830 2.9352 2.6343 0.07
H 0.2003 2.8638 5.4239 0.11
H 1.8033 2.2309 5.0211 0.11
H -1.3287 1.3304 5.6496 0.11
H -1.3756 -0.1352 4.6694 0.07
H -2.0929 2.6862 3.6934 0.07
H -3.2106 1.3489 3.9797 0.08
H -2.0206 1.2488 2.6711 0.03
H 4.7145 0.3729 0.3850 0.12
H 7.1944 0.2333 0.5779 0.10
H 8.2500 0.1976 2.8146 0.09
H 6.8398 0.2920 4.8439 0.09
H 4.3669 0.4271 4.6222 0.10
O -0.0527 -0.2851 -2.4718 -0.05
C 0.3461 -1.5421 -2.9987 -0.34
C 1.2172 -2.3363 -1.9681 -0.65
O 1.4231 -3.5260 -2.1942 0.02
O 1.6979 -1.6629 -1.0033 -0.13
C 1.1448 -1.3097 -4.2865 -0.13
C 0.5712 -0.4908 -5.2587 -0.02
C 1.2416 -0.2127 -6.4369 -0.09
C 2.5026 -0.7525 -6.6635 -0.11
C 3.0785 -1.5655 -5.7019 -0.08
C 2.4050 -1.8449 -4.5172 -0.01
C -0.9347 -2.3013 -3.3251 -0.14
C -0.8735 -3.5492 -3.9424 -0.02
C -2.0344 -4.2474 -4.2325 -0.08
C -3.2763 -3.7082 -3.9204 -0.11
C -3.3427 -2.4599 -3.3224 -0.09
C -2.1799 -1.7586 -3.0292 -0.03
H 0.7297 0.2627 -2.3249 0.09
H -0.4093 -0.0684 -5.0758 0.12
H 0.7811 0.4261 -7.1805 0.10
H 3.0306 -0.5367 -7.5842 0.09
H 4.0621 -1.9880 -5.8669 0.10
H 2.8576 -2.4910 -3.7773 0.11
H 0.0931 -3.9740 -4.1722 0.12
H -1.9688 -5.2197 -4.7059 0.10
H -4.1836 -4.2554 -4.1471 0.09
H -4.3045 -2.0251 -3.0769 0.10
H -2.2322 -0.7850 -2.5623 0.11
```

Properties
**LUMO**: 0.082 Eh
**HOMO-LUMO gap**: 0.287 Ha
**Relative energy (zero: lowest compared OMol25 entry of this formula, charge and spin)**: 0.0 kcal/mol
**Charge**: -1

[4]
# C39H36Cl5FN3Pt

A molecular structure, C39H36Cl5FN3Pt in a non-equilibrium geometry (the ωB97M-V functional and the def2-TZVPD basis, the Open Molecules 2025 dataset).

Geometry as XYZ:
```
85
Properties=species:S:1:pos:R:3:lowdin_charge:R:1
Pt -0.1217 -0.0961 -0.5449 1.12
Cl -1.8864 1.5493 1.2530 0.77
C -1.9627 2.1640 -0.3562 -0.71
C -1.2123 1.4808 -1.3130 -0.36
C -1.1952 2.0189 -2.5935 -0.69
Cl -0.2158 1.2796 -3.7959 0.74
C -1.9118 3.1721 -2.9240 -0.70
Cl -1.8703 3.7981 -4.5234 0.71
C -2.6443 3.8337 -1.9374 -0.70
Cl -3.4952 5.2701 -2.3161 0.72
C -2.6655 3.3294 -0.6335 -0.71
Cl -3.5270 4.1548 0.5998 0.72
C 4.5544 -2.0550 2.7815 -0.04
C 4.0828 -1.4689 1.4477 -0.36
C 4.9980 -1.9733 0.3227 -0.06
C 4.0699 0.0409 1.4939 -0.14
C 5.2913 0.6944 1.4556 -0.03
C 5.3814 2.0700 1.4008 -0.05
C 4.2138 2.8080 1.4179 -0.03
C 2.9670 2.2080 1.4774 -0.14
C 1.7842 3.1402 1.6039 -0.35
C 1.0457 3.1794 0.2693 -0.06
C 0.8530 2.8112 2.7683 -0.07
C 2.8653 0.7935 1.4828 -0.20
N 1.6321 0.1557 1.4799 0.13
C 1.2791 -0.5554 2.5604 -0.24
C 1.8825 -0.3631 3.8343 -0.01
C 1.3737 -0.9260 4.9773 -0.05
C 0.2329 -1.7198 4.9266 -0.03
C -0.3701 -1.9740 3.6999 0.01
C 0.1597 -1.4247 2.5605 -0.19
F -0.4120 -1.7326 1.3607 -0.01
H 4.6287 -3.1360 2.7040 0.09
H 3.8656 -1.8135 3.5858 0.06
H 5.5337 -1.6692 3.0479 0.09
H 3.0683 -1.8242 1.2492 0.11
H 6.0306 -2.0302 0.6545 0.08
H 4.9539 -1.3155 -0.5408 0.07
H 4.6952 -2.9687 0.0093 0.08
H 6.1983 0.1139 1.4614 0.12
H 6.3410 2.5615 1.3635 0.11
H 4.2763 3.8859 1.4063 0.12
H 2.1822 4.1429 1.7968 0.14
H 0.7203 2.1640 0.0140 0.00
H 1.7041 3.5686 -0.5069 0.09
H 0.1756 3.8280 0.3256 0.09
H 0.4057 1.8300 2.6603 0.02
H 0.0567 3.5505 2.8082 0.08
H 1.3975 2.8412 3.7096 0.09
H 2.7205 0.3122 3.8893 0.13
H 1.8564 -0.7312 5.9236 0.12
H -0.1802 -2.1320 5.8317 0.12
H -1.2532 -2.5885 3.6259 0.13
C -5.3585 -2.0266 -1.4615 -0.03
C -4.7107 -1.1929 -0.5467 -0.05
C -3.3513 -1.0360 -0.5908 -0.03
C -2.5475 -1.6862 -1.5621 -0.18
C -1.1617 -1.5357 -1.6253 -0.13
C -0.3941 -2.1422 -2.7451 -0.21
C -1.1608 -3.0847 -3.6094 -0.04
C -2.4718 -3.2809 -3.4611 -0.03
C -3.2298 -2.5703 -2.4696 -0.14
C -4.6121 -2.7175 -2.3955 -0.02
H -6.4294 -2.1496 -1.4306 0.12
H -5.2867 -0.6579 0.1927 0.11
H -2.8593 -0.4112 0.1361 0.03
H 0.0009 -1.3445 -3.3911 0.09
H -0.5880 -3.5991 -4.3686 0.12
H -3.0038 -3.9752 -4.0942 0.12
H -5.0986 -3.3727 -3.1062 0.12
C 4.1977 1.7297 -3.6263 0.00
C 3.4825 0.6732 -2.8752 -0.28
C 3.6342 -0.6886 -2.8931 0.04
C 2.6540 -1.2126 -1.9942 -0.38
N 1.9438 -0.1709 -1.4907 -0.03
N 2.4555 0.9404 -2.0309 0.06
C 2.4772 -2.5325 -1.6365 0.08
H 4.8592 1.2724 -4.3578 0.09
H 4.7970 2.3525 -2.9627 0.09
H 3.4821 2.3686 -4.1426 0.09
H 4.3662 -1.2575 -3.4290 0.12
H 2.0410 1.8409 -1.8305 0.13
H 3.0215 -3.2940 -2.1623 0.09
H 0.4881 -2.6846 -2.3734 0.08
H 1.8858 -2.8075 -0.7821 0.07
```

Properties
**LUMO (alpha / beta)**: -0.140 / -0.168 Eh
**HOMO-LUMO gap (alpha / beta)**: 0.207 / 0.234 Ha
**2S+1**: 5
**Charge**: +1
**⟨S²⟩**: 6.09

[5]
# C39H36ClLaN3Si2

A molecular structure, C39H36ClLaN3Si2 in a non-equilibrium geometry (the ωB97M-V functional and the def2-TZVPD basis, the Open Molecules 2025 dataset).

Geometry as XYZ:
```
82
Properties=species:S:1:pos:R:3:lowdin_charge:R:1
C -1.0339 -0.5319 1.3672 -0.24
C -1.6496 0.0590 0.2177 -0.22
C -1.5963 -0.8921 -0.8451 -0.22
H -2.1556 1.0298 0.1878 0.12
C -0.9540 -2.0686 -0.3564 -0.22
C -0.6083 -1.8473 1.0113 -0.24
H -0.1830 -2.5896 1.6918 0.11
H -0.9974 -0.0953 2.3710 0.11
H -2.0787 -0.8018 -1.8193 0.10
H -0.8428 -3.0034 -0.9077 0.11
La 0.9790 -0.1834 -0.3870 1.82
Si 0.7481 0.1923 -7.1877 0.66
C 0.9191 1.7480 -8.1994 -0.35
C 2.1387 2.1541 -8.7613 -0.10
H 3.0461 1.5725 -8.5670 0.10
C 2.1920 3.3053 -9.5642 -0.09
H 3.1462 3.6192 -9.9964 0.10
C 1.0362 4.0490 -9.8267 -0.09
H 1.0755 4.9260 -10.4792 0.10
C -0.1764 3.6504 -9.2490 -0.09
H -1.0816 4.2311 -9.4256 0.10
C -0.2340 2.5145 -8.4396 -0.13
H -1.1831 2.2204 -7.9862 0.09
C 1.2561 -1.2723 -8.2216 -0.32
C 0.6675 -1.3725 -9.4971 -0.10
H 0.0402 -0.5577 -9.8752 0.11
C 0.8354 -2.5296 -10.2645 -0.09
H 0.3199 -2.6262 -11.2206 0.10
C 1.6504 -3.5706 -9.8108 -0.09
H 1.7880 -4.4685 -10.4192 0.10
C 2.2961 -3.4387 -8.5747 -0.10
H 2.9465 -4.2390 -8.2250 0.10
C 2.1066 -2.3005 -7.7791 -0.11
H 2.6023 -2.2057 -6.8065 0.09
H -0.7157 0.0356 -7.1012 -0.03
Si 0.8720 0.4420 -4.6717 0.20
C -0.1017 -1.1129 -4.3285 -0.35
C -1.4520 -1.2264 -4.7220 -0.12
H -1.9905 -0.3607 -5.1153 0.10
C -2.0917 -2.4697 -4.7015 -0.07
H -3.1382 -2.5425 -5.0127 0.11
C -1.4024 -3.6118 -4.2808 -0.08
H -1.8922 -4.5889 -4.3027 0.11
C -0.1064 -3.4770 -3.7697 -0.11
H 0.4017 -4.3506 -3.3555 0.10
C 0.5363 -2.2372 -3.7817 -0.16
H 1.5641 -2.1618 -3.4126 0.07
C -0.2289 1.9391 -4.4860 -0.32
C -1.4383 1.8014 -3.7830 -0.13
H -1.6303 0.9228 -3.1589 0.07
C -2.4574 2.7439 -3.9405 -0.09
H -3.4408 2.5626 -3.5021 0.10
C -2.2245 3.9161 -4.6694 -0.09
H -3.0134 4.6655 -4.7844 0.10
C -0.9560 4.1392 -5.2173 -0.08
H -0.7466 5.0751 -5.7387 0.11
C 0.0374 3.1589 -5.1299 -0.10
H 1.0010 3.3128 -5.6236 0.11
H 2.0380 0.3020 -5.5705 -0.07
Cl 2.2227 0.5461 -2.8852 0.09
N 2.8475 0.3430 2.9932 0.13
C 2.3327 1.5254 2.4707 -0.27
C 2.5201 2.7097 3.1908 0.02
C 1.9449 3.8834 2.6975 -0.01
C 1.2261 3.8330 1.4945 -0.03
C 1.0813 2.6239 0.8163 -0.12
N 1.6265 1.4657 1.3162 -0.07
C 3.0117 -0.9129 2.4182 -0.26
C 3.5724 -1.9443 3.1813 0.02
C 3.7410 -3.1991 2.5919 -0.01
C 3.3782 -3.3724 1.2500 -0.03
C 2.8327 -2.3105 0.5409 -0.14
N 2.6313 -1.0890 1.1316 -0.08
H 3.2591 0.4360 3.9189 0.15
H 3.1228 2.6658 4.1014 0.13
H 2.0663 4.8230 3.2357 0.13
H 0.7649 4.7294 1.0788 0.12
H 0.5283 2.5266 -0.1393 0.11
H 3.8464 -1.7160 4.2124 0.13
H 4.1529 -4.0273 3.1720 0.13
H 3.5128 -4.3317 0.7516 0.12
H 2.5802 -2.3807 -0.5335 0.11
```

Properties
**LUMO**: -0.139 Eh
**HOMO-LUMO gap**: 0.118 Ha
**Relative energy (zero: lowest compared OMol25 entry of this formula, charge and spin)**: 43.2 kcal/mol
**Charge**: +1